Record 1
Here is C16H19NO5 in the gas phase at a distorted geometry from OMol25. Energies are from wB97M-V/def2-TZVPD.

Geometry as XYZ:
```
41
Properties=species:S:1:pos:R:3:forces:R:3
C 6.705658 2.529337 -2.161261 0.164 -0.042 -0.057
O 5.413453 2.862108 -1.718851 -0.265 0.047 0.094
C 4.579982 1.851318 -1.333428 -0.201 0.028 0.072
C 4.900763 0.497963 -1.350268 0.156 0.216 -0.074
C 3.971129 -0.437073 -0.937931 -0.370 -0.023 0.126
C 2.707693 -0.053479 -0.498910 0.260 -0.059 -0.098
O 1.886739 -1.077152 -0.099360 0.268 -0.061 -0.125
C 0.562296 -0.792713 0.264150 -0.390 0.139 0.031
C -0.335055 -0.518043 -0.958096 0.175 -0.041 0.230
C -1.688320 -0.056107 -0.479317 0.417 0.068 -0.149
O -1.887774 0.979448 0.102633 -0.030 0.102 0.046
O -2.632003 -0.951825 -0.760361 -0.111 -0.397 -0.289
C -3.959183 -0.675432 -0.282626 -0.255 0.276 0.391
C -4.076532 -0.975000 1.171163 0.010 0.380 0.436
C -4.050443 -2.259242 1.789415 -0.085 0.667 0.228
C -3.947965 -3.576984 1.118192 -0.016 -0.032 0.117
N -4.130960 -2.133663 3.086032 0.091 -1.299 -0.039
O -4.206166 -0.807072 3.365584 -0.043 0.882 -0.085
C -4.165034 -0.103251 2.226942 0.037 -0.502 -0.813
C -4.215902 1.375463 2.292337 0.017 -0.067 0.106
C 2.386114 1.300253 -0.481383 -0.137 -0.192 0.093
C 3.315559 2.234870 -0.894280 0.350 0.028 -0.135
H 7.186179 3.475479 -2.405699 0.017 -0.097 0.001
H 7.281762 2.023600 -1.379282 -0.019 0.003 -0.034
H 6.675802 1.898287 -3.055823 0.007 0.008 0.038
H 5.868681 0.156729 -1.681052 0.098 -0.001 -0.035
H 4.213406 -1.487951 -0.945374 0.030 -0.127 -0.003
H 0.213013 -1.689802 0.783333 0.004 0.158 -0.010
H 0.509161 0.054153 0.959225 0.013 -0.109 -0.048
H -0.436479 -1.418997 -1.561347 0.055 0.057 0.007
H 0.118378 0.273285 -1.557933 -0.103 -0.009 0.006
H -4.606630 -1.326023 -0.874119 0.106 0.139 0.006
H -4.196070 0.375892 -0.471313 -0.029 -0.180 -0.075
H -3.080691 -3.592844 0.460645 0.037 -0.072 -0.040
H -4.836261 -3.757639 0.514047 -0.026 -0.077 -0.053
H -3.858059 -4.359824 1.864877 0.004 -0.108 -0.010
H -3.400193 1.790034 1.702366 -0.015 0.027 0.019
H -5.158302 1.742344 1.887793 -0.045 0.055 0.033
H -4.124202 1.694799 3.326298 -0.017 0.092 0.053
H 1.422782 1.649029 -0.144444 -0.125 -0.001 0.036
H 3.073672 3.285724 -0.882574 -0.035 0.127 0.004
```
Positions in Å, forces in eV/Å.

Properties
E_LUMO ... 0.72 eV
E_HOMO ... -8.0 eV
M ... 305.3 Da
Frontier orbital gap ... 8.71 eV
Structure (SMILES) ... COc1ccc(OCCC(=O)OCc2c(C)noc2C)cc1
Calculated total energy ... -1052.00347 Eh
Total charge ... 0
Maximum force ... 0.025 Eh/bohr

***

Record 2
Here is a molecular structure, C16H20AsCl3LaN4SSi at a distorted geometry from OMol25. Energies are from wB97M-V/def2-TZVPD.

Geometry as XYZ:
```
47
Properties=species:S:1:pos:R:3:forces:R:3
La 9.986279 12.096849 9.971906 -0.789 0.276 -0.496
N 13.884860 10.054414 11.884933 2.509 0.415 -0.810
C 12.680307 10.525026 11.591280 -0.743 0.223 0.480
S 12.585189 11.438529 10.126625 0.743 0.319 -0.598
N 11.697563 10.247024 12.410730 1.236 -0.014 -0.195
N 10.488983 10.731345 12.053032 0.048 -0.122 0.048
C 9.521885 10.059565 12.570565 -0.612 0.147 -0.270
C 9.807159 8.825714 13.305295 -0.351 -0.067 -0.429
C 9.678238 7.644538 12.574682 0.071 0.584 -0.297
C 10.029132 6.441101 13.136354 -0.326 0.626 1.043
C 10.519400 6.424243 14.443870 -0.103 -0.020 -0.834
C 10.720839 7.622542 15.097072 0.189 0.130 1.855
C 10.312253 8.858424 14.580546 -0.002 -1.853 0.053
C 8.146611 10.506994 12.323815 -1.094 0.940 -0.377
C 7.033267 9.938055 12.941045 0.183 0.258 0.007
C 5.791078 10.562732 12.763549 0.504 -2.035 0.395
C 5.658943 11.687238 12.003855 0.414 -0.354 0.190
C 6.763701 12.173362 11.381580 1.705 -0.215 0.143
N 7.971089 11.586884 11.498536 0.134 0.125 0.669
H 14.739315 10.409780 11.382531 -1.709 -0.703 0.760
H 14.036481 9.481866 12.691147 -0.159 -0.109 0.331
H 9.320713 7.726783 11.546130 -0.002 -0.246 0.248
H 9.779181 5.557812 12.627998 0.061 -1.170 -0.629
H 10.699408 5.477991 14.943152 0.213 0.171 -0.067
H 11.149258 7.531700 16.116865 -0.398 0.426 -0.695
H 10.307306 9.753672 15.154934 0.391 0.548 0.313
H 7.129682 9.042994 13.569933 -0.003 0.498 -0.359
H 4.969854 9.999479 13.178384 -0.448 0.498 0.188
H 4.767302 12.199076 11.859259 -1.639 0.612 -0.042
H 6.704729 13.108354 10.847313 0.157 -0.010 -0.479
Cl 8.707981 13.660451 7.986131 -0.196 -0.536 -0.337
Si 8.039831 11.557532 6.814367 0.934 -0.260 -0.324
Cl 8.553720 10.067628 8.598802 -0.251 0.247 -0.165
Cl 9.960795 11.100558 5.901798 -0.827 0.491 0.433
C 9.892776 16.677024 9.931907 0.870 0.577 -0.647
As 10.737240 15.084901 10.671164 -1.360 -0.227 -1.294
C 10.587337 15.217830 12.522103 1.642 0.895 2.430
C 12.567207 15.475453 10.512752 1.098 0.354 0.774
H 10.284110 17.562279 10.474081 -0.212 -0.449 -0.365
H 8.806402 16.706307 9.940476 0.012 -0.289 0.125
H 10.236218 16.719562 8.863067 -0.361 0.087 0.957
H 11.029948 16.168224 12.919789 0.041 -0.683 -0.546
H 11.188316 14.386674 12.971921 -0.652 0.589 -0.228
H 9.617658 15.269569 12.950769 -1.124 -0.552 0.069
H 12.823331 16.450615 10.985124 -0.088 -0.755 -0.277
H 12.857612 15.468860 9.486314 0.250 0.150 -0.769
H 13.085171 14.627094 10.986072 0.046 0.482 0.019
```
Positions in Å, forces in eV/Å.

Properties
E_LUMO ... -3.75 eV
E_HOMO ... -11.2 eV
M ... 648.7 Da
Frontier orbital gap ... 7.48 eV
Calculated total energy ... -5176.33176 Eh
Total charge ... +1
Maximum force ... 0.060 Eh/bohr

***

Record 3
Here is a molecular structure, C16H20BN10PdS at a distorted geometry from OMol25. Energies are from wB97M-V/def2-TZVPD.

Geometry as XYZ:
```
49
Properties=species:S:1:pos:R:3:forces:R:3
Pd 0.201233 -1.246992 -1.131088 1.689 1.125 1.278
C 0.147733 3.090508 -1.496288 -0.013 -0.343 -0.093
C -0.130167 1.831108 -2.019588 -0.135 0.426 -0.077
N 0.553333 0.919508 -1.340988 -0.289 -1.187 0.044
N 1.256133 1.532008 -0.369988 0.126 0.269 0.309
C 1.019333 2.854808 -0.452088 -0.223 -0.198 -0.205
B 2.161833 0.660408 0.542812 0.511 -0.127 0.386
N 1.241633 -0.211392 1.461912 0.072 0.370 0.058
C 1.143333 -0.159792 2.801812 -0.319 -0.255 -0.139
C 0.293233 -1.164092 3.223512 -0.045 -0.073 -0.486
C -0.107567 -1.803592 2.055412 -0.405 -0.306 0.372
N 0.476633 -1.220492 1.013212 0.001 -0.007 -1.486
N 2.987133 -0.281892 -0.378288 0.043 0.129 0.108
C 4.326433 -0.338492 -0.500488 -0.054 -0.370 -0.445
C 4.645133 -1.316492 -1.423688 -0.548 0.106 0.058
C 3.418333 -1.828492 -1.841488 0.298 -0.317 -0.259
N 2.436433 -1.198792 -1.204588 -1.851 0.298 0.545
N 3.129433 1.376608 1.463412 0.076 0.009 -0.210
C 3.447833 2.649908 1.776112 0.617 0.841 0.762
C 4.411433 2.624808 2.768012 -0.356 0.139 -0.388
C 4.651133 1.257808 3.001512 -0.320 0.989 -0.525
N 3.894433 0.551708 2.207112 -0.276 -2.126 0.097
H -0.219567 4.032808 -1.846588 -0.046 0.189 -0.040
H -0.762367 1.568008 -2.849088 -0.035 -0.093 -0.045
H 1.441533 3.567008 0.223012 0.210 0.016 0.138
H 1.656633 0.569208 3.395112 0.270 0.134 -0.078
H 0.012933 -1.408892 4.226612 -0.038 -0.063 0.189
H -0.755367 -2.656292 1.943612 -0.045 0.010 -0.105
H 4.994233 0.293708 0.048412 -0.102 0.164 0.206
H 5.620433 -1.616992 -1.744588 0.170 -0.066 -0.097
H 3.232533 -2.603592 -2.564188 -0.142 -0.063 -0.009
H 3.021233 3.505408 1.301212 -0.105 0.197 -0.100
H 4.888533 3.451408 3.252312 0.008 0.284 -0.005
H 5.347833 0.804808 3.677912 0.076 -0.223 0.116
C -4.815467 0.797808 -1.224688 0.065 0.798 -0.089
N -4.784267 -0.634792 -1.285088 0.738 -0.419 0.015
C -6.021567 -1.395492 -1.288888 -0.609 -0.278 -0.239
C -5.542067 -2.857692 -1.238188 -0.554 -0.273 0.136
N -4.092067 -2.713592 -1.299788 0.303 0.147 -0.058
C -3.727767 -1.435092 -1.352988 -0.632 -0.754 0.625
S -2.163367 -0.770292 -1.580288 1.365 0.777 -0.248
H -5.651267 1.100308 -0.591388 0.105 -0.043 -0.033
H -4.958667 1.231108 -2.217988 -0.018 -0.033 0.061
H -3.886767 1.176508 -0.801488 -0.070 0.002 -0.008
H -6.581167 -1.176492 -2.205488 0.059 -0.031 0.162
H -6.642067 -1.105092 -0.435588 0.150 -0.068 -0.084
H -5.906467 -3.432192 -2.094088 0.088 0.052 0.171
H -5.839267 -3.365092 -0.316388 0.040 0.066 -0.147
H -3.470767 -3.505192 -1.287688 0.150 0.180 -0.140
```
Positions in Å, forces in eV/Å.

Properties
E_LUMO (spin up / spin down) ... -10.37 / -9.46 eV
E_HOMO (spin up / spin down) ... -13.9 / -13.9 eV
M ... 501.7 Da
Frontier orbital gap (spin up / spin down) ... 3.53 / 4.44 eV
Calculated total energy ... -1719.62978 Eh
Total charge ... +2
Multiplicity ... 2
Maximum force ... 0.047 Eh/bohr